2 unconnected molecules or ions with the total composition C4H12O3. Source: OMol25; level of theory: the ωB97M-V functional and the def2-TZVPD basis.

## Properties
Lowest unoccupied orbital energy   0.47 eV
E_tot   -10483.7558 eV
HOMO-LUMO gap   0.3974 hartree
SMILES   OCCCCO.O

Positions of all 19 atoms, in Å:
O (1.571, 1.752, 2.644)
C (1.250, 0.990, 1.433)
C (-0.137, 0.365, 1.373)
C (-0.347, -0.448, -0.014)
C (-1.910, -0.620, -0.299)
O (-2.255, -1.309, -1.519)
H (1.608, 1.116, 3.380)
H (2.025, 0.165, 1.209)
H (1.368, 1.766, 0.606)
H (-0.854, 1.152, 1.663)
H (-0.224, -0.362, 2.241)
H (0.078, 0.060, -0.891)
H (0.034, -1.366, 0.192)
H (-2.515, -1.141, 0.469)
H (-2.371, 0.400, -0.410)
H (-1.474, -1.855, -1.803)
O (1.628, 0.084, -3.410)
H (0.690, 0.062, -3.754)
H (1.835, -0.812, -3.110)

Okay, here come the natural (NBO) numbers, in e, for every atom: atom 1 (O): -0.72, atom 2 (C): -0.06, atom 3 (C): -0.43, atom 4 (C): -0.43, atom 5 (C): -0.06, atom 6 (O): -0.73, atom 7 (H): 0.46, atom 8 (H): 0.16, atom 9 (H): 0.18, atom 10 (H): 0.22, atom 11 (H): 0.19, atom 12 (H): 0.22, atom 13 (H): 0.20, atom 14 (H): 0.17, atom 15 (H): 0.17, atom 16 (H): 0.46, atom 17 (O): -0.94, atom 18 (H): 0.48, atom 19 (H): 0.47



C25H27N3O4 in the gas phase. Source: OMol25; level of theory: the ωB97M-V functional and the def2-TZVPD basis.

## Properties
Lowest unoccupied orbital energy   0.26 eV
E_tot   -39024.5250 eV
HOMO-LUMO gap   0.3162 hartree
SMILES   COc1ccc([C@@H](C(=O)Nc2ccc(C(C)C)cc2)N(C)C(=O)c2ccc(=O)[nH]c2)cc1

Positions of all 59 atoms, in Å:
C (-3.970, -4.163, 0.035)
O (-3.093, -3.509, -0.861)
C (-2.399, -2.438, -0.408)
C (-1.726, -1.685, -1.374)
C (-1.083, -0.516, -1.028)
C (-1.083, -0.068, 0.292)
C (-0.492, 1.264, 0.678)
C (1.034, 1.167, 0.944)
O (1.536, 1.788, 1.854)
N (1.683, 0.347, 0.091)
C (3.050, 0.037, 0.037)
C (3.455, -0.922, -0.886)
C (4.789, -1.261, -0.997)
C (5.752, -0.656, -0.199)
C (7.206, -1.033, -0.332)
C (7.741, -1.614, 0.978)
C (8.040, 0.172, -0.772)
C (5.333, 0.300, 0.719)
C (4.003, 0.650, 0.843)
N (-0.765, 2.298, -0.319)
C (0.314, 3.178, -0.722)
C (-2.007, 2.549, -0.809)
O (-2.214, 3.392, -1.662)
C (-3.115, 1.682, -0.293)
C (-3.540, 1.676, 1.062)
C (-4.487, 0.804, 1.485)
C (-5.076, -0.165, 0.595)
O (-5.814, -1.086, 0.899)
N (-4.726, 0.020, -0.740)
C (-3.786, 0.884, -1.170)
C (-1.680, -0.865, 1.258)
C (-2.336, -2.034, 0.922)
H (-4.504, -4.897, -0.565)
H (-4.683, -3.459, 0.475)
H (-3.421, -4.678, 0.828)
H (-1.753, -2.021, -2.399)
H (-0.639, 0.089, -1.808)
H (-0.912, 1.573, 1.646)
H (1.114, -0.162, -0.573)
H (2.720, -1.404, -1.516)
H (5.085, -2.009, -1.719)
H (7.288, -1.805, -1.106)
H (7.713, -0.870, 1.771)
H (8.771, -1.941, 0.851)
H (7.142, -2.467, 1.287)
H (9.076, -0.123, -0.925)
H (8.014, 0.955, -0.019)
H (7.655, 0.579, -1.705)
H (6.056, 0.789, 1.354)
H (3.698, 1.392, 1.562)
H (1.075, 2.637, -1.288)
H (-0.118, 3.951, -1.356)
H (0.777, 3.639, 0.151)
H (-3.109, 2.388, 1.751)
H (-4.819, 0.780, 2.511)
H (-5.176, -0.605, -1.399)
H (-3.569, 0.896, -2.228)
H (-1.661, -0.553, 2.292)
H (-2.821, -2.604, 1.697)

Okay, here come the natural (NBO) numbers, in e, for every atom: atom 1 (C): -0.26, atom 2 (O): -0.49, atom 3 (C): 0.32, atom 4 (C): -0.27, atom 5 (C): -0.18, atom 6 (C): -0.09, atom 7 (C): -0.14, atom 8 (C): 0.70, atom 9 (O): -0.60, atom 10 (N): -0.61, atom 11 (C): 0.13, atom 12 (C): -0.23, atom 13 (C): -0.20, atom 14 (C): -0.03, atom 15 (C): -0.23, atom 16 (C): -0.59, atom 17 (C): -0.59, atom 18 (C): -0.15, atom 19 (C): -0.25, atom 20 (N): -0.44, atom 21 (C): -0.43, atom 22 (C): 0.67, atom 23 (O): -0.61, atom 24 (C): -0.24, atom 25 (C): -0.12, atom 26 (C): -0.32, atom 27 (C): 0.61, atom 28 (O): -0.64, atom 29 (N): -0.55, atom 30 (C): 0.12, atom 31 (C): -0.17, atom 32 (C): -0.30, atom 33 (H): 0.20, atom 34 (H): 0.21, atom 35 (H): 0.17, atom 36 (H): 0.23, atom 37 (H): 0.21, atom 38 (H): 0.22, atom 39 (H): 0.42, atom 40 (H): 0.21, atom 41 (H): 0.21, atom 42 (H): 0.20, atom 43 (H): 0.20, atom 44 (H): 0.21, atom 45 (H): 0.21, atom 46 (H): 0.21, atom 47 (H): 0.20, atom 48 (H): 0.21, atom 49 (H): 0.20, atom 50 (H): 0.25, atom 51 (H): 0.20, atom 52 (H): 0.25, atom 53 (H): 0.21, atom 54 (H): 0.22, atom 55 (H): 0.23, atom 56 (H): 0.42, atom 57 (H): 0.23, atom 58 (H): 0.22, atom 59 (H): 0.23



A molecular structure, C6H19N3Si3. Source: OMol25; level of theory: the ωB97M-V functional and the def2-TZVPD basis.

## Properties
Lowest unoccupied orbital energy (alpha / beta)   0.78 / -0.51 eV
E_tot   -34630.1776 eV
HOMO-LUMO gap (alpha / beta)   0.2839 / 0.3199 hartree
Multiplicity   3

Positions of all 31 atoms, in Å:
C (-2.231, 2.337, 0.318)
C (-2.228, 1.396, -0.890)
C (-1.135, 2.070, 1.395)
C (-2.442, -0.026, -0.303)
C (-1.168, 0.529, 1.845)
C (-1.270, -0.441, 0.626)
N (-0.268, 0.343, 2.870)
N (-0.001, -0.511, -0.059)
N (2.596, -1.635, -0.801)
Si (1.204, -1.766, 0.167)
Si (3.950, -0.821, 0.024)
Si (2.536, -2.128, -2.504)
H (-2.070, 3.372, -0.131)
H (-3.184, 2.110, 0.669)
H (-3.012, 1.566, -1.498)
H (-1.338, 1.262, -1.567)
H (-0.110, 2.320, 1.074)
H (-1.366, 2.681, 2.210)
H (-3.322, -0.061, 0.302)
H (-2.697, -0.671, -1.022)
H (-2.174, 0.480, 2.181)
H (-1.620, -1.356, 0.924)
H (0.525, -0.265, 2.623)
H (0.179, 0.476, -0.134)
H (0.427, -2.890, -0.203)
H (4.852, -0.422, -1.034)
H (4.461, -1.790, 1.097)
H (3.535, 0.297, 0.667)
H (3.514, -1.257, -3.020)
H (2.654, -3.545, -2.687)
H (1.204, -1.652, -3.138)

Okay, here come the natural (NBO) numbers, in e, for every atom: atom 1 (C): -0.40, atom 2 (C): -0.40, atom 3 (C): -0.38, atom 4 (C): -0.39, atom 5 (C): -0.14, atom 6 (C): -0.06, atom 7 (N): -0.42, atom 8 (N): -1.05, atom 9 (N): -1.73, atom 10 (Si): 1.33, atom 11 (Si): 1.12, atom 12 (Si): 1.12, atom 13 (H): 0.21, atom 14 (H): 0.20, atom 15 (H): 0.20, atom 16 (H): 0.20, atom 17 (H): 0.20, atom 18 (H): 0.22, atom 19 (H): 0.18, atom 20 (H): 0.21, atom 21 (H): 0.20, atom 22 (H): 0.20, atom 23 (H): 0.32, atom 24 (H): 0.39, atom 25 (H): -0.24, atom 26 (H): -0.18, atom 27 (H): -0.17, atom 28 (H): -0.21, atom 29 (H): -0.19, atom 30 (H): -0.18, atom 31 (H): -0.17